(1)
Computed, not measured: C18H16NPS4W as an isolated structure, with ωB97M-V/def2-TZVPD.

* total energy: -74856.19514 eV
* HOMO-LUMO gap (alpha / beta): 7.275 / 6.662 eV
* total charge: +2
* relative energy (zero: lowest compared OMol25 entry of this formula, charge and spin): 4.51 kcal/mol
* LUMO energy (alpha / beta): -7.959 / -8.647 eV
* multiplicity: 3

The geometry in XYZ format:
```
41
Properties=species:S:1:pos:R:3:forces:R:3:lowdin_spin:R:1
C 2.36887 -2.32687 -2.14494 -0.01 0.02 -0.03 0.00
S -2.00987 0.67554 -3.54720 0.32 -0.36 0.49 -0.06
S -3.84910 -0.42607 -1.03195 -0.14 0.03 0.06 -0.04
C 1.12438 3.57827 1.71198 -0.06 0.12 -0.07 0.00
H 4.47343 -2.64548 -1.91311 0.00 -0.03 -0.02 0.00
C 0.95730 2.25442 1.35329 0.05 -0.08 0.04 0.00
C 1.27776 -1.57698 -1.74270 0.29 0.13 0.24 0.01
H 4.74033 -0.84012 -0.25256 0.02 0.01 0.02 0.00
H 1.78060 3.82965 2.53287 0.01 0.02 0.02 0.00
H 2.81410 0.46972 0.46928 -0.05 0.03 0.02 0.00
C -1.88321 -2.89853 1.68211 -0.13 0.04 0.17 0.00
C 1.40398 -0.57207 -0.78656 0.17 -0.14 -0.01 0.01
H -1.22004 2.68863 -1.22610 0.03 -0.04 0.04 0.00
C -1.22605 -1.38198 3.42725 -0.06 -0.08 0.08 0.00
H 1.48663 1.49162 1.91304 -0.04 0.01 -0.06 0.00
C -1.80096 -2.58127 3.03322 0.01 0.00 -0.12 0.00
C -0.71590 -0.49677 2.49120 0.05 0.27 -0.03 0.00
C 2.67014 -0.31539 -0.25851 -0.08 0.12 0.04 0.00
C -0.75814 -0.81356 1.13731 0.03 -0.08 0.07 0.00
C 0.10978 1.92313 0.28770 0.18 -0.18 0.14 0.00
C 3.76575 -1.05390 -0.66742 0.06 0.06 0.07 0.00
H -2.34987 -3.81676 1.35378 0.01 -0.03 0.04 0.00
H -1.42592 -2.34108 -0.27873 0.16 -0.16 -0.46 0.01
H 0.09953 -1.63837 -3.36728 -0.10 -0.10 -0.03 0.00
H -0.20966 -2.83568 -2.32400 -0.05 0.12 -0.01 0.01
C -0.39225 4.25344 -0.03137 0.00 0.00 -0.01 0.00
H 2.25228 -3.10303 -2.89112 0.00 -0.02 -0.02 0.00
H -0.91788 5.02820 -0.57131 0.00 0.02 0.00 0.00
H 0.58471 5.61616 1.30045 0.01 0.01 0.01 0.00
N -0.02134 -1.83071 -2.37104 -0.41 -0.10 -0.17 0.03
C 0.45027 4.58135 1.01829 0.06 -0.14 0.06 0.00
S -4.39337 1.55522 -3.83285 -0.06 0.15 -0.12 0.50
C -0.56171 2.92681 -0.39784 -0.19 0.14 -0.22 0.00
H -1.17478 -1.13150 4.47795 0.00 0.01 0.00 0.00
P -0.10781 0.22043 -0.20370 -0.05 0.08 0.25 0.03
H -0.29793 0.44187 2.83314 -0.01 -0.04 -0.08 0.00
C 3.61692 -2.06574 -1.60005 -0.05 -0.07 -0.08 0.00
S -5.27488 0.96637 -2.30408 -0.18 -0.11 0.14 0.45
H -2.18991 -3.26275 3.77570 -0.02 -0.04 0.01 0.00
W -1.82987 -0.53055 -1.80770 0.05 0.31 -0.74 1.04
C -1.36632 -2.01570 0.75354 0.16 0.10 0.25 0.00
```
Positions in Å, forces in eV/Å.


(2)
Computed, not measured: a 12-piece molecular cluster, C4H29N2O12 overall, with ωB97M-V/def2-TZVPD.

* total energy: -32168.86598 eV
* HOMO-LUMO gap (alpha / beta): 3.078 / 6.220 eV
* total charge: -2
* LUMO energy (alpha / beta): 4.842 / 4.841 eV
* multiplicity: 2

The geometry in XYZ format:
```
47
Properties=species:S:1:pos:R:3:forces:R:3:lowdin_spin:R:1
C -1.08659 0.50143 -1.59054 -0.11 -0.25 0.39 0.00
O -1.53144 -3.57272 -1.60444 0.15 0.16 0.12 0.00
O 2.56495 -0.06003 -2.76677 -0.20 -0.66 -0.55 0.00
H 3.40334 -0.50189 -3.01726 -1.00 0.26 0.54 0.00
N 0.40530 -1.81711 0.64980 -0.43 -0.31 1.28 0.00
O 0.34798 0.00098 2.98774 -0.26 -0.03 0.79 0.02
H -5.38268 -1.00174 -1.03966 -1.31 -0.19 -1.41 0.00
C 0.40746 -1.23043 -0.50055 0.61 -0.37 0.61 0.00
H 4.82078 1.53715 -0.22405 0.19 -0.57 0.83 0.00
H 3.74428 -0.47485 2.78006 0.07 0.29 0.03 0.07
H 0.22453 2.13124 -3.27960 0.36 0.41 0.54 0.00
H -2.09198 0.32976 -1.19934 -0.15 -0.05 -0.29 0.00
H -1.06160 2.49520 2.09173 -0.04 -0.61 0.39 0.00
H -0.05782 0.85902 -3.94445 0.10 -0.87 -0.04 0.00
H 0.67642 -0.52498 2.22060 -0.25 -0.30 0.14 0.01
O 0.23552 3.44038 1.13838 0.12 0.33 -0.01 0.00
H -3.67436 -1.75147 1.68554 0.03 0.98 0.53 0.00
H -2.32265 -1.97318 0.94341 -0.37 -0.06 0.41 0.00
H 0.27081 2.99690 0.26866 0.22 -0.37 0.18 0.00
O -4.95649 -0.74773 -0.25003 0.56 0.51 0.40 0.00
N 0.99956 1.13028 -0.39238 -0.13 0.68 1.50 0.00
C -0.11802 0.19087 -0.42550 -0.50 1.00 -1.76 0.00
H 3.07435 -0.81806 1.05608 0.12 -0.12 0.35 0.05
H 1.09633 3.19907 1.51839 -0.22 -0.08 -0.08 0.00
O -1.57468 1.86877 2.65787 0.16 0.07 0.16 0.00
O 0.92142 -1.71321 -1.57238 -0.77 0.44 -0.31 0.00
H 3.87489 1.25833 -1.24219 -1.09 -0.41 -0.66 0.00
H -4.11124 0.70666 1.73735 0.73 -1.20 0.86 0.00
H 1.56628 1.00401 0.47913 -0.27 0.05 -0.88 0.00
H 0.94432 -2.67854 0.63020 0.00 -0.14 -0.31 0.00
H 1.86087 -0.75950 -2.49380 1.18 0.55 0.07 0.00
H -0.95340 -0.12654 -2.46864 0.14 -0.18 0.04 0.00
H 0.11106 -0.61451 3.70269 0.36 0.08 -0.72 0.00
O -3.61480 0.07804 2.33227 -0.47 1.36 -0.69 0.00
O -0.03866 1.78885 -4.12560 -0.17 0.66 -0.90 0.00
H -0.93209 1.17737 2.96552 0.10 0.65 -0.64 0.00
H -1.03347 1.53986 -1.89740 -0.06 0.17 0.17 0.00
H -2.74422 0.54339 2.41658 -0.58 0.01 -0.04 0.00
H 1.63256 0.98910 -1.14396 0.64 -0.41 -0.81 0.00
O 3.58382 1.15063 1.38408 -0.15 0.02 0.92 0.32
H -0.81923 -2.90462 -1.47251 -0.26 -0.61 -0.05 0.00
C 3.43413 -0.08626 1.80033 -0.14 0.23 -1.03 0.50
O -3.24296 -2.28819 1.03251 1.10 -1.31 -1.06 0.00
H -1.76973 -3.91160 -0.72899 0.21 0.44 -0.23 0.00
H -4.09951 -1.16723 -0.41466 0.31 -0.11 0.94 0.00
H -0.74348 0.45412 0.41818 0.35 -0.76 0.76 0.00
O 4.75187 0.98691 -1.01320 1.12 0.60 -0.47 0.01
```
Positions in Å, forces in eV/Å.


(3)
Computed, not measured: C18H39NO2P2PtSi as an isolated structure, with ωB97M-V/def2-TZVPD.

* total energy: -54581.01647 eV
* HOMO-LUMO gap (alpha / beta): 7.040 / 5.697 eV
* relative energy (zero: lowest compared OMol25 entry of this formula, charge and spin): 33.25 kcal/mol
* LUMO energy (alpha / beta): 0.443 / -1.040 eV
* multiplicity: 5

The geometry in XYZ format:
```
64
Properties=species:S:1:pos:R:3:forces:R:3:lowdin_spin:R:1
N -1.23930 -0.20432 -2.86168 -0.06 0.01 0.72 0.96
O -0.82526 -0.35990 1.67210 0.10 -0.27 1.04 0.11
H -0.74990 1.83075 4.24864 0.15 -0.21 -0.03 0.00
H 3.54316 -1.92784 -2.25647 -0.18 -0.09 0.06 0.00
H -2.88685 -0.55102 4.91179 -0.09 0.06 -0.16 0.00
H -3.30053 0.58010 3.61222 0.15 -0.23 0.03 0.00
H -0.92751 2.19850 1.84630 -0.23 -0.14 0.06 0.00
H -2.00477 2.80901 0.58580 -0.03 -0.29 0.18 0.00
H -2.70076 2.04556 2.02490 0.20 -0.08 -0.13 0.00
C 4.37594 -0.08977 4.46240 0.51 -1.63 2.83 0.01
C -2.97657 1.17774 -0.92142 0.19 -0.11 -0.27 0.08
H -1.90603 -2.04742 -4.53498 -0.11 0.28 -0.36 0.01
H 1.88665 -2.54047 -2.55953 0.12 0.14 0.18 0.00
H 3.70800 0.92402 2.63442 2.40 0.55 -1.51 0.08
Si -1.02620 -0.47852 3.34293 0.29 0.53 -1.18 0.01
P -1.79765 0.35839 0.45558 -1.90 0.58 -1.34 0.19
H -3.59012 -1.11149 -0.37147 0.20 0.21 0.21 0.00
C -2.83813 -0.39299 3.82387 -0.07 -0.19 0.29 0.00
C -2.24815 -0.79939 -6.29921 0.10 0.30 -0.06 -0.01
H -2.53343 -1.62889 -6.94793 0.10 0.26 0.13 0.00
C -1.87588 1.59118 -5.96674 -0.01 -0.32 0.02 -0.01
H 4.05499 0.71773 -1.51525 -0.16 0.07 0.14 0.00
C 3.05346 0.82091 -1.07323 0.33 -0.02 -0.11 0.04
H 0.82530 1.22640 3.66329 -0.62 -0.17 0.05 0.01
C -1.55299 0.03322 -4.10958 -0.30 0.05 -1.94 0.12
H 1.46429 1.28149 -3.84232 0.10 -0.23 0.05 0.00
P 1.84323 -0.20213 -1.96855 0.61 -0.04 -0.47 0.13
H -0.89177 -2.94907 3.41023 0.14 0.17 0.07 0.00
C 3.07239 -0.96092 2.54411 -1.10 0.96 -0.32 0.03
H -1.25626 2.17522 -3.95886 -0.18 -0.25 -0.34 0.01
C 3.36096 0.27164 3.43057 1.75 -0.35 -0.65 0.15
H -3.02303 0.49453 -1.78139 -0.34 0.30 0.41 0.00
H 2.03177 -0.78592 2.22807 0.19 -0.77 -0.24 0.00
C -1.54143 1.36847 -4.64305 0.15 -0.43 0.47 0.13
H 2.74105 1.87219 -1.11954 0.06 -0.28 0.04 0.00
H 5.22489 -0.73589 4.05621 -1.21 0.93 0.27 0.00
H -2.46281 0.70090 -7.84738 0.04 -0.07 0.34 0.01
H 3.08018 0.50396 -0.02276 -0.05 0.13 -0.28 0.00
H -1.86946 2.61198 -6.35170 0.00 -0.31 0.03 0.00
C 2.50027 -1.90206 -1.91257 0.34 0.09 -0.09 0.01
C -2.21722 0.51478 -6.79998 -0.08 -0.02 -0.08 0.12
C -1.91639 -1.04947 -4.98278 0.13 0.37 0.61 0.12
H 2.44449 -2.27896 -0.88356 -0.01 0.10 -0.25 0.00
H 3.72921 -0.80869 1.66098 -0.40 -0.73 0.47 0.01
H -3.97413 1.33812 -0.49493 0.00 0.20 -0.05 0.01
C 1.97222 0.31896 -3.71175 0.55 -0.04 -0.01 0.01
C -0.29766 -2.12527 3.83038 -0.04 -0.24 0.21 0.00
Pt -0.24816 -0.02045 -1.25664 -0.06 -0.11 1.06 0.90
C -3.15962 -0.88658 0.61089 0.12 -0.48 0.43 0.01
H 3.02547 0.41824 -4.00407 -0.18 -0.02 -0.12 0.00
H -0.29790 -2.23500 4.92459 0.03 -0.03 -0.21 0.00
H 0.15135 0.62361 5.18110 -0.03 0.17 -0.08 0.00
H -3.43746 -1.17832 3.34650 0.14 0.17 0.15 0.00
O 2.63387 1.39818 3.49892 -1.56 -0.13 1.39 0.67
H -3.96258 -0.50324 1.25497 0.17 -0.06 -0.15 0.00
H 0.73382 -2.23643 3.47280 -0.24 0.04 0.08 0.00
H 1.48036 -0.42528 -4.34879 0.05 0.17 0.13 0.00
H -2.55081 2.12495 -1.26356 -0.17 0.02 -0.11 0.00
C -0.11051 0.94025 4.15998 -0.29 -0.14 0.43 0.02
H 3.81094 -0.79692 5.21086 1.04 1.09 -1.17 0.01
H 4.83056 0.69454 5.12718 -0.63 -0.36 -1.03 0.00
C -1.86436 2.00185 1.31249 0.31 0.16 0.31 0.02
H -2.77525 -1.82285 1.03021 -0.13 0.17 0.09 0.00
H 3.25801 -1.93191 3.03641 -0.28 0.54 -0.26 0.01
```
Positions in Å, forces in eV/Å.


(4)
Computed, not measured: a 3-piece molecular cluster, C36H25NO9P overall, with ωB97M-V/def2-TZVPD.

* total energy: -66937.78804 eV
* HOMO-LUMO gap: 5.078 eV
* total charge: -1
* LUMO energy: 0.383 eV

The geometry in XYZ format:
```
72
Properties=species:S:1:pos:R:3:forces:R:3:mulliken_charge:R:1
C -1.42225 -2.25581 2.90565 -4.79 -0.91 0.94 -0.02
H 0.17081 -2.40471 1.47826 -0.42 0.13 1.50 0.39
C -2.27738 -3.62107 2.45718 -1.69 2.28 1.93 -0.21
N -0.00534 -2.01370 2.43429 -1.68 -1.29 1.43 -0.29
C -3.84075 -1.49742 4.33947 1.32 -2.85 -2.03 -0.37
C -1.43653 0.39457 0.45883 -0.27 0.10 0.02 -0.10
H 2.05132 -2.57869 2.83428 -2.08 0.32 1.32 0.33
O 1.58933 -0.01033 4.11187 -1.17 -6.16 0.86 -0.66
C 3.88183 0.57123 -3.97608 -1.32 0.54 -0.44 0.52
H -5.75391 -3.08976 4.24294 2.46 0.52 -0.77 0.29
C 5.08522 0.24917 -4.76822 0.35 -0.04 -0.62 0.10
H -6.99289 3.46117 1.58944 0.26 -0.02 -0.21 0.45
C -6.81323 5.37637 -1.21534 0.33 -0.22 -0.07 -0.45
H -4.34536 -4.92481 2.54576 1.30 2.46 0.98 0.24
C -1.74128 1.78531 -1.49405 0.17 -0.17 0.12 -0.70
C -5.63407 4.86778 -1.76231 -0.32 0.15 0.12 -0.51
H -4.44451 -0.75042 5.04005 1.74 -1.61 -1.74 0.27
C -2.93545 2.28236 -0.95531 0.44 -0.27 -0.08 0.27
H -1.38765 2.13394 -2.46297 -0.23 0.04 0.22 0.48
O -5.08037 1.87635 1.90659 0.16 0.36 -0.67 -0.67
O -3.30954 3.70347 -2.78747 -0.30 -0.13 0.56 -0.69
C 1.03521 -2.44100 3.44564 1.97 0.42 -0.53 0.03
C 3.90951 0.37257 -2.51331 -0.26 0.08 0.44 0.23
C -3.82745 -3.92502 2.93398 1.58 3.23 0.99 -0.41
C 3.92278 -0.03716 0.25101 0.27 -0.10 -0.17 -0.74
C -2.27174 -1.18583 3.86203 -1.60 -2.88 -1.03 -0.37
O -0.46464 -4.09911 5.37349 3.63 -0.48 -4.48 -0.64
C -6.60678 3.85331 0.65019 -0.15 0.26 -0.17 -0.50
H -5.25978 5.26995 -2.70229 0.05 -0.24 0.24 0.44
H 4.19162 0.85245 -6.64658 0.14 -0.08 0.30 0.45
C 5.08219 0.46790 -6.15223 0.29 -0.06 -0.17 -0.52
H 5.90314 -0.83532 -0.02658 -0.14 0.12 -0.27 0.46
C 6.23003 -0.51838 -2.69226 1.00 -0.55 0.84 0.60
O 0.54132 -5.39287 3.09674 2.75 1.96 1.47 -0.54
H -7.34986 6.17199 -1.72739 0.10 -0.15 0.07 0.38
C -4.65673 -2.87395 3.89331 5.01 0.88 -1.60 -0.41
C -3.69942 3.30590 -1.69562 0.69 0.27 -1.22 0.68
H -8.22772 5.25275 0.40654 0.17 -0.08 -0.06 0.38
H -1.75938 -4.41246 1.75272 -1.10 1.79 1.66 0.22
O 1.54371 -1.51520 6.01939 -1.08 0.12 -8.29 -0.71
C 6.22531 -0.25642 -4.14534 0.33 0.02 -0.66 0.16
H 8.27349 -0.90414 -4.42195 -0.33 0.08 0.05 0.45
C -5.41373 3.35386 0.11179 -0.56 0.46 -0.09 0.13
O 7.21582 -1.00494 -2.15216 -0.49 0.26 -0.39 -0.68
C 1.38989 -1.25847 4.57148 1.57 4.45 5.32 0.32
C 5.03504 -0.39370 -0.51282 -0.26 0.10 0.12 -0.63
O 2.87440 1.00349 -4.52420 0.63 -0.26 0.23 -0.68
C 5.03276 -0.17752 -1.89700 -0.20 0.00 0.50 0.34
O 2.18309 -4.50863 5.19541 -2.19 -0.98 -1.94 -0.54
C -3.38801 1.82034 0.27965 0.54 -0.39 0.10 -0.02
H 3.92787 -0.20147 1.32633 -0.06 0.06 -0.16 0.56
C 7.37402 -0.28858 -6.27903 -0.11 -0.04 0.40 -0.44
H -0.84984 -0.33323 1.01522 -0.13 0.23 0.02 0.63
C 2.79775 0.73568 -1.74349 0.02 -0.07 0.34 -0.70
H 1.94698 0.82532 0.23497 0.17 -0.06 -0.04 0.67
C 6.22649 0.19825 -6.90437 -0.24 0.04 0.29 -0.45
H 2.07998 -5.40521 5.64890 -0.23 1.81 -0.90 0.32
H -2.97322 0.52075 1.96194 -0.04 0.11 -0.28 0.52
C -2.63382 0.87796 0.99095 0.17 -0.03 -0.10 -0.65
C -0.99482 0.84241 -0.78584 -0.38 0.30 -0.06 -0.78
H 6.22355 0.37248 -7.97817 -0.02 -0.03 0.20 0.38
C 2.80885 0.53575 -0.36212 0.03 0.02 -0.37 -0.57
C 7.37441 -0.52091 -4.90195 0.01 0.06 -0.37 -0.53
C -4.65974 2.31537 0.84331 -0.31 -0.71 1.34 0.47
H 1.51490 -5.59285 2.86273 -2.13 0.32 0.38 0.31
P 0.69837 -4.11347 4.30333 -2.02 -1.10 5.21 0.88
H 1.92259 1.17866 -2.21597 0.31 -0.11 -0.06 0.69
C -7.30388 4.86282 -0.01512 0.26 -0.26 0.09 -0.46
H 8.26905 -0.48970 -6.86378 -0.16 0.03 0.13 0.39
H -1.76948 -0.17016 4.21011 -1.04 -2.50 -0.77 0.44
C -4.93622 3.85015 -1.10057 -0.55 0.42 0.04 0.12
H -0.06589 0.46064 -1.20390 -0.19 0.05 0.05 0.67
```
Positions in Å, forces in eV/Å.


(5)
Computed, not measured: C5H10BF4N2O4V as an isolated structure, with ωB97M-V/def2-TZVPD.

* total energy: -53760.19515 eV
* HOMO-LUMO gap (alpha / beta): 8.649 / 9.678 eV
* relative energy (zero: lowest compared OMol25 entry of this formula, charge and spin): 5.10 kcal/mol
* LUMO energy (alpha / beta): -0.697 / -0.165 eV
* multiplicity: 3

The geometry in XYZ format:
```
27
Properties=species:S:1:pos:R:3:forces:R:3:lowdin_spin:R:1
C -2.34104 1.35669 0.28366 0.00 -0.04 -0.01 0.00
O -1.28626 3.44796 0.78527 0.03 -0.02 -0.01 0.01
O -0.03053 -0.69411 2.49173 -0.30 -0.44 0.12 0.01
H 1.53327 2.93948 -0.01850 0.00 0.03 0.01 0.00
N -2.00615 -0.04192 0.61346 0.15 -0.05 -0.01 0.00
B -0.20569 -2.91350 -0.16177 -0.33 0.07 -0.03 0.00
F -0.44122 -1.67422 -1.02492 -0.03 0.02 0.18 0.01
C 0.33758 0.20815 3.55481 0.21 0.04 -0.01 0.00
H 1.15935 2.95637 1.69186 0.01 0.02 -0.02 0.00
O 1.98134 0.02942 0.78008 -0.19 0.29 0.02 0.01
C -1.14754 2.25403 0.58524 -0.05 0.08 -0.01 0.01
F -0.33991 -4.02241 -0.89059 0.18 -0.01 0.00 0.00
H -2.54355 1.42457 -0.78535 -0.02 0.02 0.00 0.00
H 1.33434 -0.02977 3.91980 0.02 0.02 -0.02 0.00
H 0.18098 -1.60954 2.71926 -0.01 0.03 0.08 0.00
C 1.24893 2.30120 0.82212 -0.07 0.04 -0.07 0.00
N 0.01968 1.57380 0.56361 0.02 -0.51 -0.14 0.00
V 0.16937 -0.40092 0.45645 0.51 0.88 0.06 1.90
F -1.12307 -2.76251 0.88533 -0.09 -0.17 -0.08 0.02
C 2.35746 1.28926 1.04871 0.09 -0.51 -0.14 0.00
H -3.21656 1.72098 0.81826 0.00 0.00 0.01 0.00
F 1.06031 -2.59894 0.36520 -0.05 0.10 0.08 0.00
H -0.39546 0.13942 4.35615 0.00 -0.03 -0.01 0.00
O 3.45787 1.57283 1.43531 -0.01 0.16 0.00 0.01
H -2.19139 -0.22998 1.59288 -0.04 -0.02 0.01 0.00
H 0.33504 1.20811 3.13394 -0.04 0.00 0.02 0.00
H -2.56263 -0.70633 0.08670 0.03 0.01 -0.06 0.00
```
Positions in Å, forces in eV/Å.